# C4H33N2O12

A cluster of 12 separate species, C4H33N2O12 in total in a non-equilibrium geometry (wB97M-V/def2-TZVPD, the Open Molecules 2025 dataset).

Structure (XYZ):
```
51
C4H33N2O12 | the Open Molecules 2025 dataset | wB97M-V/def2-TZVPD
O -1.22 3.48 1.74
O 1.83 -1.56 -1.36
O 3.69 0.66 0.37
O -2.38 -3.38 1.99
O -2.80 0.29 -3.04
O 2.38 0.91 -1.85
O -1.93 -1.97 -0.11
O 1.65 -4.28 -0.44
O -0.43 2.33 -3.21
O -0.21 2.70 -0.47
O -3.21 0.32 2.41
O 1.91 3.37 -2.33
N -1.35 0.52 -0.47
N 1.31 -1.56 1.50
C -0.32 0.28 1.81
C 0.94 -0.46 2.40
C 0.51 2.02 0.18
C 0.02 0.61 0.31
H -2.46 -2.29 -0.84
H 1.49 2.23 0.38
H 4.59 0.28 0.54
H 2.25 3.39 -3.24
H 1.66 0.33 -1.87
H -3.94 -0.10 2.88
H 0.34 2.63 -2.67
H -1.37 1.06 -1.40
H 2.19 2.39 -2.13
H 1.67 0.21 2.55
H -1.74 -0.45 -0.46
H -0.50 3.66 2.48
H 2.07 -2.24 -0.63
H -1.25 -0.23 1.86
H -0.28 2.65 -4.09
H -2.18 1.10 -0.05
H 2.55 -4.43 -0.17
H 0.65 -0.87 3.34
H 1.20 -2.07 -1.90
H -1.19 4.28 1.31
H 3.13 -0.24 0.43
H 2.89 0.77 -0.79
H -0.31 1.16 2.40
H -2.67 -0.56 -3.59
H -2.69 -2.81 2.66
H 2.13 -2.10 1.75
H -1.90 -2.57 0.67
H -3.37 1.38 2.51
H 1.14 -5.07 -0.67
H -2.87 0.93 -3.74
H 0.66 -0.37 -0.13
H -2.79 -4.18 1.87
H 0.48 -2.19 1.33
```

Computed properties:
Charge: 0
Energy, Ha: -1184.32123
Spin multiplicity: 2
Energy above the lowest of the compared OMol25 structures with the same formula, charge and spin, kJ/mol: 559.3
⟨S²⟩: 0.75
Highest occupied orbital energy (spin up / spin down), eV: -2.2425 / -9.2700
Kohn-Sham gap (spin up / spin down), Ha: 0.086 / 0.345


# C4H33NO13

A cluster of 13 separate species, C4H33NO13 in total in a non-equilibrium geometry (wB97M-V/def2-TZVPD, the Open Molecules 2025 dataset).

Structure (XYZ):
```
51
C4H33NO13 | the Open Molecules 2025 dataset | wB97M-V/def2-TZVPD
O 4.29 0.00 -0.33
O -2.83 -2.07 -0.39
O -0.26 -0.20 -2.68
O 0.55 1.13 -0.15
O -4.18 2.30 1.29
O 1.38 -1.72 -0.58
O -0.74 -3.42 1.18
O -0.89 -3.19 -2.32
O -0.38 4.67 1.34
O 2.81 -0.39 -2.58
O 2.40 2.92 1.09
O 1.81 -3.94 1.09
O 0.10 3.37 -1.65
N -0.62 0.34 1.60
C 0.61 -0.08 2.27
C -0.56 0.87 0.37
C -1.86 -0.26 2.10
C -1.82 1.20 -0.39
H -0.14 -4.17 1.18
H -1.40 -3.71 0.53
H 2.66 -4.16 0.70
H -1.31 4.73 1.09
H 0.14 0.49 -2.14
H 1.31 0.76 2.32
H 3.43 -0.48 -1.82
H -1.62 -1.15 2.68
H -2.13 2.21 -0.16
H -0.41 -2.38 -2.09
H -3.53 2.43 1.98
H 1.08 -0.88 1.71
H -2.45 -0.60 1.25
H 4.71 0.80 -0.03
H 3.34 -0.57 -3.36
H 0.40 -0.31 3.31
H 1.90 -1.56 -1.38
H 0.30 3.54 -2.57
H -3.04 -2.23 -1.32
H 1.72 2.29 0.81
H -1.93 -2.43 -0.39
H -4.07 1.41 0.93
H -1.45 1.21 -1.41
H -2.65 0.51 -0.30
H -2.37 0.43 2.76
H 1.85 3.62 1.45
H 1.57 -3.17 0.54
H -0.88 -3.39 -3.25
H 3.55 -0.21 0.25
H -0.05 4.08 0.65
H 0.22 -0.24 -3.51
H 0.47 2.50 -1.44
H 0.98 -0.89 -0.27
```

Computed properties:
Charge: 0
Energy, Ha: -1205.09712
Spin multiplicity: 1
Energy above the lowest of the compared OMol25 structures with the same formula, charge and spin, kJ/mol: 0.0
Highest occupied orbital energy, eV: -10.2001
Kohn-Sham gap, Ha: 0.378


Which formula does entry 1 have? C4H33N2O12


What is the energy in the first record? -1184.32123 Ha


Copy entry 2 word for word.
# C4H33NO13

A cluster of 13 separate species, C4H33NO13 in total in a non-equilibrium geometry (wB97M-V/def2-TZVPD, the Open Molecules 2025 dataset).

Structure (XYZ):
```
51
C4H33NO13 | the Open Molecules 2025 dataset | wB97M-V/def2-TZVPD
O 4.29 0.00 -0.33
O -2.83 -2.07 -0.39
O -0.26 -0.20 -2.68
O 0.55 1.13 -0.15
O -4.18 2.30 1.29
O 1.38 -1.72 -0.58
O -0.74 -3.42 1.18
O -0.89 -3.19 -2.32
O -0.38 4.67 1.34
O 2.81 -0.39 -2.58
O 2.40 2.92 1.09
O 1.81 -3.94 1.09
O 0.10 3.37 -1.65
N -0.62 0.34 1.60
C 0.61 -0.08 2.27
C -0.56 0.87 0.37
C -1.86 -0.26 2.10
C -1.82 1.20 -0.39
H -0.14 -4.17 1.18
H -1.40 -3.71 0.53
H 2.66 -4.16 0.70
H -1.31 4.73 1.09
H 0.14 0.49 -2.14
H 1.31 0.76 2.32
H 3.43 -0.48 -1.82
H -1.62 -1.15 2.68
H -2.13 2.21 -0.16
H -0.41 -2.38 -2.09
H -3.53 2.43 1.98
H 1.08 -0.88 1.71
H -2.45 -0.60 1.25
H 4.71 0.80 -0.03
H 3.34 -0.57 -3.36
H 0.40 -0.31 3.31
H 1.90 -1.56 -1.38
H 0.30 3.54 -2.57
H -3.04 -2.23 -1.32
H 1.72 2.29 0.81
H -1.93 -2.43 -0.39
H -4.07 1.41 0.93
H -1.45 1.21 -1.41
H -2.65 0.51 -0.30
H -2.37 0.43 2.76
H 1.85 3.62 1.45
H 1.57 -3.17 0.54
H -0.88 -3.39 -3.25
H 3.55 -0.21 0.25
H -0.05 4.08 0.65
H 0.22 -0.24 -3.51
H 0.47 2.50 -1.44
H 0.98 -0.89 -0.27
```

Computed properties:
Charge: 0
Energy, Ha: -1205.09712
Spin multiplicity: 1
Energy above the lowest of the compared OMol25 structures with the same formula, charge and spin, kJ/mol: 0.0
Highest occupied orbital energy, eV: -10.2001
Kohn-Sham gap, Ha: 0.378